Arrangement 1

A cluster of 6 separate species, C54H114N6O6 in total. Source: OMol25; level of theory: wB97M-V/def2-TZVPD.

Computed properties:
SMILES ... CC1(C)CCCC(C)(C)N1O.CC1(C)CCCC(C)(C)N1O.CC1(C)CCCC(C)(C)N1O.CC1(C)CCCC(C)(C)N1O.CC1(C)CCCC(C)(C)N1O.CC1(C)CCCC(C)(C)N1O
Orbital gap ... 8.52 eV
Highest occupied orbital energy ... -8.23 eV

Geometry as XYZ:
```
180
C54H114N6O6 (wB97M-V/def2-TZVPD)
C 3.058 -4.367 8.967
C 4.528 -4.239 8.437
C 4.618 -4.591 6.908
C 4.086 -3.415 6.022
C 4.917 -2.207 6.261
C 4.944 -1.773 7.793
N 5.185 -2.934 8.719
O 5.249 -2.565 10.052
C 6.057 -0.679 8.047
C 3.693 -1.083 8.081
C 5.425 -5.347 9.079
H 2.665 -5.374 8.826
H 2.408 -3.543 8.674
H 3.110 -4.375 10.056
H 5.651 -4.820 6.645
H 3.971 -5.450 6.729
H 3.020 -3.198 6.091
H 4.362 -3.706 5.008
H 4.520 -1.361 5.699
H 5.930 -2.382 5.900
H 6.125 -0.367 9.090
H 7.063 -1.080 7.926
H 6.050 0.201 7.405
H 3.480 -0.620 9.044
H 3.405 -0.271 7.413
H 2.916 -1.823 7.891
H 4.973 -5.628 10.031
H 6.410 -4.986 9.377
H 5.435 -6.352 8.659
H 4.312 -2.458 10.232
C -3.061 11.036 0.648
C -2.806 9.536 0.602
C -2.335 8.941 1.919
C -3.433 8.766 2.960
C -4.402 7.792 2.390
C -5.129 8.307 1.027
N -3.990 8.704 0.128
O -4.415 9.171 -1.165
C -5.904 7.135 0.278
C -6.105 9.373 1.348
C -1.666 9.287 -0.346
H -3.974 11.150 1.233
H -3.111 11.518 -0.328
H -2.265 11.580 1.155
H -1.833 8.015 1.641
H -1.585 9.651 2.269
H -3.930 9.675 3.299
H -2.861 8.415 3.819
H -5.165 7.766 3.168
H -4.102 6.761 2.199
H -5.299 6.292 -0.054
H -6.691 6.683 0.882
H -6.495 7.605 -0.508
H -6.629 9.873 0.533
H -6.953 8.859 1.800
H -5.668 10.147 1.978
H -0.675 9.538 0.032
H -1.866 9.795 -1.289
H -1.637 8.284 -0.772
H -4.162 8.429 -1.718
C 0.471 -6.853 -7.882
C 1.024 -7.690 -6.661
C 2.249 -8.350 -7.192
C 3.086 -9.064 -6.150
C 3.494 -8.158 -4.978
C 2.257 -7.305 -4.452
N 1.410 -6.767 -5.578
O 0.443 -5.838 -5.225
C 1.431 -8.208 -3.548
C 2.788 -6.142 -3.589
C -0.041 -8.769 -6.273
H 0.715 -7.181 -8.892
H 0.819 -5.821 -7.898
H -0.565 -6.608 -7.646
H 2.041 -9.130 -7.925
H 2.782 -7.492 -7.602
H 3.916 -9.600 -6.610
H 2.499 -9.913 -5.798
H 4.273 -7.546 -5.432
H 3.864 -8.900 -4.270
H 0.459 -7.750 -3.364
H 1.179 -9.160 -4.015
H 1.850 -8.622 -2.632
H 3.496 -5.580 -4.198
H 2.068 -5.342 -3.414
H 3.237 -6.340 -2.615
H -0.778 -8.222 -5.685
H 0.163 -9.747 -5.836
H -0.470 -9.159 -7.197
H 0.773 -5.016 -5.594
C -6.087 -4.537 3.241
C -7.359 -3.897 2.532
C -7.867 -4.577 1.227
C -8.722 -5.835 1.387
C -9.865 -5.591 2.323
C -9.483 -4.917 3.688
N -8.560 -3.770 3.354
O -8.166 -3.130 4.555
C -10.818 -4.384 4.283
C -8.866 -6.041 4.668
C -6.988 -2.463 2.009
H -6.363 -5.386 3.866
H -5.590 -3.877 3.952
H -5.558 -4.857 2.344
H -8.468 -3.838 0.697
H -7.004 -4.895 0.643
H -8.247 -6.716 1.818
H -9.088 -6.103 0.396
H -10.397 -6.503 2.597
H -10.596 -4.972 1.803
H -10.547 -4.080 5.294
H -11.253 -3.469 3.880
H -11.647 -5.091 4.286
H -8.345 -5.599 5.517
H -9.665 -6.434 5.296
H -8.389 -6.920 4.235
H -7.766 -2.103 1.335
H -6.080 -2.461 1.406
H -6.852 -1.813 2.873
H -8.772 -2.386 4.533
C -0.568 0.650 1.403
C 0.249 1.765 0.647
C 1.626 1.165 0.177
C 1.546 0.215 -0.981
C 0.868 1.023 -2.173
C -0.461 1.745 -1.847
N -0.347 2.413 -0.532
O -1.551 2.992 -0.158
C -0.610 2.832 -2.904
C -1.640 0.724 -1.873
C 0.571 2.916 1.675
H -0.762 -0.233 0.793
H -1.497 1.134 1.703
H -0.051 0.258 2.279
H 2.248 1.996 -0.154
H 2.097 0.661 1.022
H 0.951 -0.638 -0.657
H 2.493 -0.206 -1.320
H 0.649 0.266 -2.925
H 1.570 1.772 -2.539
H -1.607 3.154 -3.205
H -0.050 3.709 -2.580
H -0.213 2.544 -3.878
H -2.615 1.168 -1.674
H -1.671 0.269 -2.863
H -1.508 -0.113 -1.186
H 1.243 3.620 1.183
H 1.217 2.570 2.482
H -0.266 3.472 2.099
H -1.431 3.926 -0.344
C 4.056 4.826 -6.668
C 5.356 5.591 -6.469
C 5.219 6.369 -5.061
C 5.419 5.334 -3.902
C 6.797 4.650 -4.071
C 6.987 3.853 -5.373
N 6.564 4.715 -6.470
O 6.914 4.170 -7.733
C 8.542 3.544 -5.424
C 6.329 2.433 -5.220
C 5.454 6.643 -7.656
H 3.804 4.118 -5.879
H 4.039 4.328 -7.638
H 3.238 5.543 -6.602
H 6.090 7.023 -5.097
H 4.257 6.860 -4.911
H 4.690 4.525 -3.957
H 5.182 5.697 -2.901
H 6.840 4.071 -3.148
H 7.625 5.346 -3.936
H 9.158 4.443 -5.403
H 8.737 3.032 -4.482
H 8.809 2.917 -6.275
H 6.633 1.884 -6.111
H 6.618 1.811 -4.372
H 5.245 2.541 -5.183
H 4.802 7.503 -7.501
H 5.130 6.235 -8.613
H 6.478 7.011 -7.727
H 7.558 4.844 -7.961
```

***

Arrangement 2

A cluster of 6 separate species, C54H114N6O6 in total. Source: OMol25; level of theory: wB97M-V/def2-TZVPD.

Computed properties:
SMILES ... CC1(C)CCCC(C)(C)N1O.CC1(C)CCCC(C)(C)N1O.CC1(C)CCCC(C)(C)N1O.CC1(C)CCCC(C)(C)N1O.CC1(C)CCCC(C)(C)N1O.CC1(C)CCCC(C)(C)N1O
Orbital gap ... 8.51 eV
Highest occupied orbital energy ... -8.16 eV

Geometry as XYZ:
```
180
C54H114N6O6 (wB97M-V/def2-TZVPD)
C 0.249 8.655 0.256
C 1.519 7.842 0.575
C 1.982 8.258 2.003
C 1.288 7.522 3.145
C 1.197 6.038 2.902
C 0.539 5.648 1.567
N 1.264 6.395 0.523
O 0.934 5.904 -0.758
C 0.639 4.141 1.364
C -0.932 6.081 1.650
C 2.657 8.233 -0.406
H -0.636 8.626 0.893
H -0.049 8.342 -0.747
H 0.431 9.734 0.295
H 3.069 8.259 2.102
H 1.600 9.275 2.095
H 0.329 8.050 3.190
H 1.748 7.775 4.102
H 0.662 5.645 3.771
H 2.219 5.650 2.869
H 1.672 3.788 1.324
H 0.094 3.626 2.155
H 0.206 3.797 0.423
H -1.508 5.349 2.235
H -1.137 6.958 2.264
H -1.492 6.197 0.722
H 2.586 7.969 -1.462
H 3.580 7.760 -0.065
H 2.757 9.317 -0.348
H 1.668 5.318 -0.969
C -2.898 -3.226 1.852
C -2.485 -2.090 0.903
C -3.222 -0.812 1.510
C -2.767 0.518 0.931
C -1.265 0.576 1.207
C -0.411 -0.569 0.671
N -1.056 -1.844 1.018
O -0.248 -2.975 0.807
C -0.241 -0.313 -0.830
C 0.951 -0.527 1.393
C -2.959 -2.361 -0.574
H -2.123 -3.970 2.055
H -3.696 -3.763 1.341
H -3.059 -2.844 2.857
H -4.274 -0.983 1.252
H -3.240 -0.748 2.597
H -3.260 1.343 1.449
H -2.973 0.629 -0.132
H -1.170 0.497 2.296
H -0.900 1.520 0.795
H 0.027 -1.282 -1.284
H -1.105 0.020 -1.404
H 0.626 0.292 -1.103
H 0.837 -0.629 2.476
H 1.592 -1.371 1.142
H 1.401 0.451 1.224
H -4.026 -2.579 -0.603
H -2.361 -3.159 -1.008
H -2.854 -1.402 -1.084
H -0.025 -2.920 -0.138
C -2.255 1.278 -5.090
C -2.657 2.605 -4.424
C -3.350 3.511 -5.469
C -4.779 3.154 -5.845
C -5.617 3.027 -4.542
C -4.956 2.087 -3.461
N -3.559 2.411 -3.276
O -2.880 1.784 -2.223
C -5.693 2.468 -2.169
C -5.313 0.637 -3.794
C -1.380 3.317 -3.937
H -1.626 0.605 -4.497
H -1.521 1.536 -5.862
H -2.998 0.646 -5.570
H -3.262 4.536 -5.101
H -2.796 3.402 -6.406
H -4.716 2.130 -6.233
H -5.295 3.742 -6.601
H -6.538 2.554 -4.892
H -5.906 3.979 -4.100
H -5.971 1.563 -1.611
H -5.044 2.975 -1.459
H -6.682 2.871 -2.382
H -6.328 0.532 -4.185
H -4.778 0.241 -4.662
H -5.142 -0.027 -2.948
H -0.777 2.586 -3.401
H -1.615 4.101 -3.213
H -0.867 3.801 -4.767
H -2.803 2.481 -1.560
C -0.336 0.328 8.115
C -1.649 -0.402 7.810
C -2.388 0.317 6.681
C -1.737 0.189 5.347
C -1.781 -1.289 4.988
C -1.217 -2.284 6.093
N -1.607 -1.824 7.444
O -1.138 -2.641 8.485
C -1.982 -3.550 5.721
C 0.283 -2.482 6.010
C -2.547 -0.211 9.044
H -0.473 1.368 7.826
H 0.527 -0.127 7.626
H -0.055 0.252 9.166
H -3.405 -0.090 6.665
H -2.508 1.371 6.949
H -0.720 0.587 5.393
H -2.327 0.688 4.574
H -1.183 -1.491 4.089
H -2.763 -1.558 4.598
H -1.756 -4.382 6.393
H -3.058 -3.374 5.810
H -1.880 -3.828 4.672
H 0.800 -2.895 5.137
H 0.757 -1.495 5.995
H 0.543 -3.129 6.848
H -2.016 -0.325 9.988
H -3.391 -0.905 9.020
H -3.001 0.781 9.072
H -1.907 -3.160 8.742
C 3.833 -4.729 0.837
C 3.432 -5.995 1.611
C 1.865 -5.981 1.702
C 1.266 -6.372 0.361
C 1.704 -7.792 0.013
C 3.221 -7.856 -0.161
N 3.803 -7.297 1.090
O 5.172 -7.624 1.250
C 3.604 -9.320 -0.252
C 3.658 -7.108 -1.428
C 3.943 -5.799 3.042
H 3.249 -4.610 -0.078
H 4.870 -4.738 0.492
H 3.661 -3.818 1.409
H 1.601 -6.752 2.434
H 1.407 -5.057 2.057
H 1.547 -5.611 -0.364
H 0.179 -6.372 0.480
H 1.223 -8.056 -0.934
H 1.315 -8.471 0.771
H 4.674 -9.473 -0.366
H 3.242 -9.877 0.617
H 3.025 -9.749 -1.073
H 4.714 -6.839 -1.441
H 3.444 -7.666 -2.342
H 3.068 -6.195 -1.490
H 3.701 -6.672 3.652
H 3.492 -4.917 3.496
H 5.019 -5.613 3.048
H 5.127 -8.215 2.010
C 1.300 1.496 -5.523
C 2.599 0.921 -6.143
C 3.847 1.494 -5.456
C 4.023 0.970 -4.016
C 4.119 -0.556 -4.152
C 2.984 -1.279 -4.897
N 2.671 -0.542 -6.114
O 1.636 -1.201 -6.839
C 3.442 -2.708 -5.150
C 1.753 -1.285 -3.980
C 2.737 1.469 -7.586
H 1.310 1.503 -4.438
H 0.502 0.852 -5.897
H 1.071 2.473 -5.949
H 4.715 1.058 -5.958
H 3.816 2.564 -5.656
H 3.317 1.320 -3.264
H 5.018 1.257 -3.666
H 4.054 -0.948 -3.131
H 5.075 -0.908 -4.542
H 2.632 -3.260 -5.633
H 4.340 -2.805 -5.757
H 3.562 -3.201 -4.184
H 0.846 -1.769 -4.355
H 1.877 -1.910 -3.083
H 1.471 -0.322 -3.559
H 2.495 2.530 -7.620
H 1.945 1.026 -8.199
H 3.714 1.251 -8.009
H 2.136 -1.514 -7.599
```

***

Short version: arrangement 2 is the most stable of them.

***

Arrangement 1

The molecule C2H4N6O5. Source: OMol25; level of theory: wB97M-V/def2-TZVPD.

Computed properties:
Orbital gap (alpha / beta) ... 8.34 / 8.34 eV
Highest occupied orbital energy (alpha / beta) ... -9.00 / -9.00 eV

Geometry as XYZ:
```
17
C2H4N6O5 (wB97M-V/def2-TZVPD)
C -1.836 0.506 -0.360
C -0.982 1.676 -0.429
N -0.903 -0.653 -0.263
N 0.329 1.109 -0.543
N 0.289 -0.231 -0.479
N -1.319 -1.932 -0.194
N 1.609 1.664 -0.533
N -3.138 0.322 0.020
O 1.723 2.224 0.825
O -3.480 -0.826 0.312
O 1.286 -0.931 -0.412
O -3.911 1.239 0.051
O -1.264 2.811 -0.296
H -2.415 -1.991 -0.105
H -0.663 -2.572 0.227
H 2.387 1.006 -0.683
H 1.788 3.160 0.842
```

***

Arrangement 2

The molecule C2H4N6O5. Source: OMol25; level of theory: wB97M-V/def2-TZVPD.

Computed properties:
Orbital gap (alpha / beta) ... 8.16 / 8.33 eV
Highest occupied orbital energy (alpha / beta) ... -9.09 / -9.36 eV

Geometry as XYZ:
```
17
C2H4N6O5 (wB97M-V/def2-TZVPD)
C -1.183 0.262 0.441
C 0.226 -0.119 0.968
N -2.396 0.578 -1.455
N -1.230 0.308 -0.949
N 1.213 -0.213 0.049
N 2.043 0.806 -0.088
N 0.047 -1.311 1.886
N -0.001 -0.113 -1.597
O -0.126 -1.220 -2.161
O -2.077 0.582 1.137
O -2.582 0.573 -2.676
O -0.177 -1.060 3.028
O 0.132 -2.386 1.400
H 0.431 0.699 1.665
H 2.994 0.509 -0.378
H 2.025 1.445 0.739
H 0.662 0.661 -2.009
```

***

Short version: arrangement 1 is the most stable of them.

***

Arrangement 1

The molecule CH4BrNO. Source: OMol25; level of theory: wB97M-V/def2-TZVPD.

Computed properties:
Orbital gap (alpha / beta) ... 6.96 / 7.31 eV
Highest occupied orbital energy (alpha / beta) ... -6.07 / -9.98 eV
2S+1 ... 3
<S²> ... 2.0075

Geometry as XYZ:
```
8
CH4BrNO (wB97M-V/def2-TZVPD)
C 0.806 -0.604 0.098
N -0.762 0.891 -0.345
O 0.157 0.550 0.626
Br -2.247 -0.267 -0.150
H 1.994 -0.572 0.267
H 0.698 -0.528 -0.969
H 0.424 -1.487 0.464
H -1.070 2.018 0.009
```

***

Arrangement 2

A cluster of 2 separate species, CH4BrNO in total. Source: OMol25; level of theory: wB97M-V/def2-TZVPD.

Computed properties:
Orbital gap (alpha / beta) ... 6.95 / 9.11 eV
Highest occupied orbital energy (alpha / beta) ... -7.46 / -10.55 eV
2S+1 ... 3
<S²> ... 2.0143

Geometry as XYZ:
```
8
CH4BrNO (wB97M-V/def2-TZVPD)
C 0.925 -0.781 -0.088
N -0.630 0.483 0.991
O 0.601 0.090 0.793
Br -0.771 2.029 2.214
H 1.928 -0.905 -0.120
H -1.344 0.107 -1.849
H 0.268 -1.187 -0.766
H -0.976 0.164 -1.176
```

***

Short version: arrangement 1 is the most stable of them.